Computed, not measured: a single C5H7N molecule, with ωB97M-V/def2-TZVPD.

Geometry as ORCA input:
```
! wB97M-V def2-TZVPD RIJCOSX def2/J DEFGRID3
* xyz 0 1
N 2.540 0.030 -0.284
C 0.273 -1.026 0.152
H 0.380 1.384 1.106
C 1.312 0.079 -0.138
H -2.866 0.986 -0.263
H 0.313 1.983 -0.560
C -2.119 0.129 -0.314
H -2.674 -0.780 -0.321
C 0.254 1.158 0.085
H 0.173 -1.937 -0.482
H 3.016 -0.975 -0.206
C -0.824 0.099 -0.078
H 0.221 -1.129 1.303
*
```

Properties
SMILES = C=C1CC(=N)C1
E_LUMO = 0.031 hartree
ΔE to the lowest compared entry with this formula, charge and spin = 60.3 kcal/mol

Computed, not measured: a single C5H7N molecule, with ωB97M-V/def2-TZVPD.

Geometry as ORCA input:
```
! wB97M-V def2-TZVPD RIJCOSX def2/J DEFGRID3
* xyz 0 1
H -1.952 -1.362 -0.731
H 2.206 -0.941 -0.223
H -0.036 2.168 0.879
C -1.321 -0.668 -0.196
C -0.319 1.139 0.682
C -1.444 0.706 -0.034
C 0.522 0.030 0.842
H 0.215 -1.960 0.386
H 0.838 -0.162 -1.100
H 2.195 0.854 -0.353
C 1.582 -0.041 -0.237
H -2.221 1.323 -0.461
N -0.263 -1.085 0.544
*
```

Properties
SMILES = Cc1ccc[nH]1
E_LUMO = 0.035 hartree
ΔE to the lowest compared entry with this formula, charge and spin = 51.4 kcal/mol

Computed, not measured: 2 unconnected molecules or ions with the total composition C5H7N, with ωB97M-V/def2-TZVPD.

Geometry as ORCA input:
```
! wB97M-V def2-TZVPD RIJCOSX def2/J DEFGRID3
* xyz 0 3
H -2.230 1.262 0.588
C 0.923 -2.687 -0.264
C -0.382 1.539 -1.083
H 0.357 2.422 -0.916
N 0.459 -1.991 -1.161
H 0.837 1.720 1.362
C -1.212 1.162 0.230
H -1.038 1.499 -2.008
C -0.165 0.337 -0.238
C 0.054 0.840 1.122
H 1.291 -2.617 0.788
H -0.102 0.203 2.036
H 1.208 -3.691 -0.458
*
```

Properties
⟨S²⟩ = 2.0155
E_LUMO (alpha / beta) = 0.041 / -0.035 hartree
ΔE to the lowest compared entry with this formula, charge and spin = 75.1 kcal/mol

Computed, not measured: a gas-phase ion, C5H7N2 (charge +1), with ωB97M-V/def2-TZVPD.

Geometry as ORCA input:
```
! wB97M-V def2-TZVPD RIJCOSX def2/J DEFGRID3
* xyz 1 1
H -0.891 0.889 1.696
H 1.491 0.862 0.701
C 1.291 0.518 -0.271
H -0.874 -0.806 2.208
C -1.149 -0.473 0.161
C 2.139 0.661 -1.381
C -1.355 -0.098 1.583
C 0.100 -0.105 -0.631
N 1.421 -0.094 -2.317
H -2.417 -0.165 1.796
N 0.325 -0.486 -1.970
H -2.033 -0.021 -0.375
H -1.250 -1.550 0.243
H 3.201 0.867 -1.443
*
```

Properties
SMILES = CCC1=[N+]=NC=C1
E_LUMO (alpha / beta) = -0.326 / -0.327 hartree
ΔE to the lowest compared entry with this formula, charge and spin = 153.0 kcal/mol

Computed, not measured: 2 unconnected molecules or ions with the total composition C5H7N2O, with ωB97M-V/def2-TZVPD.

Geometry as ORCA input:
```
! wB97M-V def2-TZVPD RIJCOSX def2/J DEFGRID3
* xyz -1 1
C -4.030 -1.496 0.188
H 0.915 3.214 0.315
N 2.421 -0.655 0.054
N 0.152 -0.150 -0.137
H 0.877 -2.066 -0.598
H 2.012 1.942 -0.191
C 1.168 -0.981 -0.308
H -0.798 1.462 0.356
C -2.920 -1.003 0.022
C 0.167 1.174 0.144
H 2.547 0.320 0.224
C 1.001 2.211 -0.131
H -5.055 -1.907 0.156
H -1.940 -0.524 -0.249
O 3.483 -1.540 0.155
*
```

Properties
E_LUMO = 0.131 hartree
ΔE to the lowest compared entry with this formula, charge and spin = 72.0 kcal/mol

Computed, not measured: 2 unconnected molecules or ions with the total composition C5H7N2O, with ωB97M-V/def2-TZVPD.

Geometry as ORCA input:
```
! wB97M-V def2-TZVPD RIJCOSX def2/J DEFGRID3
* xyz 1 1
C -0.960 0.621 -2.431
C 0.675 0.582 0.278
H 3.111 1.482 -1.818
N 1.305 1.171 -0.663
C -0.774 0.197 -1.325
N -0.445 -0.054 -0.044
O -1.015 -1.159 2.233
H 2.023 2.878 -1.455
C -1.191 -2.182 2.879
H -0.957 -2.279 4.021
H -1.584 -3.059 2.347
H 1.211 0.580 1.250
H -0.972 -0.575 0.763
C 2.190 1.846 -1.256
H -1.260 1.065 -3.407
*
```

Properties
E_LUMO = -0.160 hartree
ΔE to the lowest compared entry with this formula, charge and spin = 90.4 kcal/mol

Computed, not measured: a gas-phase ion, C5H7N2O2 (charge +1), with ωB97M-V/def2-TZVPD.

Geometry as ORCA input:
```
! wB97M-V def2-TZVPD RIJCOSX def2/J DEFGRID3
* xyz 1 1
H 0.797 -2.636 0.508
C -2.165 -0.651 -0.236
C 1.162 -0.903 -0.397
H -0.085 1.960 0.846
H 1.570 1.584 0.755
N 2.401 -0.315 -0.531
O 4.549 0.230 0.167
H 0.691 2.219 -0.755
C 0.143 0.202 -0.149
C 0.594 1.573 0.223
H -2.803 -0.637 -1.231
N -1.083 -0.094 -0.231
H 0.999 -1.562 -1.227
O 1.042 -1.727 0.677
C 3.515 -0.136 -0.148
H -2.447 -0.882 0.774
*
```

Properties
SMILES = C=[N+]=C(C)[C@H](O)N=C=O
E_LUMO = -0.174 hartree
ΔE to the lowest compared entry with this formula, charge and spin = 78.7 kcal/mol

Computed, not measured: a molecular structure, C5H7N2O2, with ωB97M-V/def2-TZVPD.

Geometry as ORCA input:
```
! wB97M-V def2-TZVPD RIJCOSX def2/J DEFGRID3
* xyz 1 1
H 1.543 1.243 0.949
C -0.776 -1.751 0.174
H -1.611 -2.227 0.478
C -0.212 0.900 -0.121
H 1.577 2.116 -0.445
H -1.549 2.653 -0.437
N 1.267 1.166 -0.043
O -4.288 1.019 -0.128
O -3.895 -1.013 0.232
H 1.757 0.429 -0.665
C -1.353 1.606 -0.284
H -0.885 -2.179 -0.763
C -1.040 -0.397 0.098
C -2.151 0.327 -0.094
H 0.188 -2.022 0.625
N -3.573 0.099 -0.035
*
```

Properties
E_LUMO (alpha / beta) = -0.186 / -0.186 hartree
ΔE to the lowest compared entry with this formula, charge and spin = 202.4 kcal/mol

Computed, not measured: a single C5H7N3 molecule, with ωB97M-V/def2-TZVPD.

Geometry as ORCA input:
```
! wB97M-V def2-TZVPD RIJCOSX def2/J DEFGRID3
* xyz 0 1
H -0.371 -2.056 -1.231
H -4.433 0.757 2.497
C -2.686 0.255 1.755
C -1.841 -0.514 1.015
C -0.038 -1.278 -0.497
H 2.186 1.494 -1.766
N 1.164 -0.669 -0.746
N -1.024 -0.834 0.202
H -2.101 0.963 2.382
H 3.605 1.615 -0.834
H 3.308 -0.037 -1.763
H 1.750 -1.168 -1.386
C 2.781 0.863 -1.140
N -4.003 0.145 1.813
C 1.704 0.464 -0.301
*
```

Properties
E_LUMO (alpha / beta) = -0.002 / -0.002 hartree
ΔE to the lowest compared entry with this formula, charge and spin = 158.3 kcal/mol

Computed, not measured: a single C5H7N3 molecule, with ωB97M-V/def2-TZVPD.

Geometry as ORCA input:
```
! wB97M-V def2-TZVPD RIJCOSX def2/J DEFGRID3
* xyz 0 1
H -2.073 -1.317 0.129
H -0.515 -2.169 -1.479
H -0.174 -0.727 2.132
H 1.843 -0.375 -1.149
C -0.301 -1.058 -1.253
N 1.147 -1.043 -0.749
C 0.493 2.185 0.683
N -1.497 0.806 -0.056
C -0.511 1.493 0.362
H -0.388 -0.291 -2.009
H 1.486 2.086 0.179
N 1.090 -0.948 0.604
H 0.580 2.840 1.597
C -0.076 -0.846 1.054
C -1.103 -0.635 -0.045
*
```

Properties
SMILES = C=C=N[C@@H]1C=NNC1
E_LUMO = 0.033 hartree
ΔE to the lowest compared entry with this formula, charge and spin = 103.7 kcal/mol

Computed, not measured: a single C5H7N3 molecule, with ωB97M-V/def2-TZVPD.

Geometry as ORCA input:
```
! wB97M-V def2-TZVPD RIJCOSX def2/J DEFGRID3
* xyz 0 1
C 1.432 1.458 -0.072
H 1.996 1.925 -0.873
C -1.459 -0.361 -0.428
H 1.633 -0.137 1.357
H -2.931 -1.785 0.268
C 2.949 -0.642 -0.057
N 3.965 -1.228 -0.094
N 0.662 0.296 -0.618
H -3.584 -0.392 -0.580
H 1.000 2.172 0.688
N -0.540 0.220 0.220
C -2.811 -0.676 0.131
H -1.209 -0.769 -1.394
C 1.796 0.100 0.325
H -2.899 -0.180 1.127
*
```

Properties
SMILES = C/C=N/N1C[C@@H]1C#N
E_LUMO = 0.035 hartree
ΔE to the lowest compared entry with this formula, charge and spin = 84.1 kcal/mol

Computed, not measured: a single C5H7N3 molecule, with ωB97M-V/def2-TZVPD.

Geometry as ORCA input:
```
! wB97M-V def2-TZVPD RIJCOSX def2/J DEFGRID3
* xyz 0 1
H -0.365 -2.350 -1.606
H 0.414 0.611 -1.115
H 1.131 -1.463 1.200
C 0.987 -0.983 0.090
H 2.649 0.008 -0.839
H -1.241 1.690 -0.680
C 0.899 0.307 -0.104
N -1.482 -0.055 0.452
C -0.257 0.768 0.880
H 0.066 0.661 1.917
H -2.358 1.991 0.680
N 2.324 -0.011 0.073
C -1.554 1.396 0.314
N -1.151 -0.932 -0.561
C -0.060 -1.640 -0.702
*
```

Properties
SMILES = C1=NN2C[C@@H]2[C@H]2N[C@H]12
E_LUMO = 0.024 hartree
ΔE to the lowest compared entry with this formula, charge and spin = 208.6 kcal/mol